The following is a DFT calculation (wB97M-V/def2-TZVPD) of C3H3N3 as an isolated structure.

The value obtained for the electronic energy is -7626.19318 eV. The HOMO energy is -10.10 eV.

Geometry as ORCA input:
```
! wB97M-V def2-TZVPD RIJCOSX def2/J DEFGRID3
* xyz 0 1
C 1.801 -1.843 -0.542
C 2.296 -0.404 1.295
C -0.072 -0.073 -0.080
N 1.872 -2.621 -1.373
N 2.864 -0.081 2.214
N 1.658 -0.830 0.225
H -0.080 0.445 0.878
H 0.275 0.413 -0.932
H -0.536 -1.156 -0.049
*
```

Löwdin population analysis, charges in e, atoms 1 to 4:
1. C -0.391
2. C -0.336
3. C 0.209
4. N 0.159



The following is a DFT calculation (wB97M-V/def2-TZVPD) of C3H3N3 in the gas phase.

Its SMILES is N#CC(N)C#N. The value obtained for the electronic energy is -7628.64759 eV. The HOMO energy is -11.27 eV.

Geometry as ORCA input:
```
! wB97M-V def2-TZVPD RIJCOSX def2/J DEFGRID3
* xyz 0 1
N -0.675 -1.110 -0.103
C 0.101 0.023 0.359
C 1.509 -0.143 -0.063
N 2.601 -0.302 -0.401
C -0.395 1.356 -0.080
N -0.829 2.371 -0.426
H -1.571 -1.151 0.365
H -0.830 -1.066 -1.105
H 0.089 0.022 1.455
*
```

Löwdin population analysis, charges in e, atoms 1 to 4:
1. N 0.054
2. C -0.384
3. C -0.173
4. N 0.172



The following is a DFT calculation (wB97M-V/def2-TZVPD) of C3H3N3 in the gas phase.

Its SMILES is C1#CNN=NC1. The value obtained for the electronic energy is -7624.13787 eV. The HOMO energy is -8.86 eV.

Geometry as ORCA input:
```
! wB97M-V def2-TZVPD RIJCOSX def2/J DEFGRID3
* xyz 0 1
C -0.987 -0.232 -0.621
C -0.987 -1.005 0.357
C -0.076 0.788 -1.066
N 0.950 0.664 0.040
N 0.959 -0.077 0.985
N 0.022 -0.992 1.274
H 0.435 0.599 -2.016
H -0.456 1.814 -1.053
H 0.141 -1.558 2.100
*
```

Löwdin population analysis, charges in e, atoms 1 to 4:
1. C -0.023
2. C -0.095
3. C -0.201
4. N 0.041



The following is a DFT calculation (wB97M-V/def2-TZVPD) of C3H3N3O in the gas phase.

Its SMILES is O=Cn1cncn1. The value obtained for the electronic energy is -9676.79563 eV. The HOMO energy is -10.82 eV.

Geometry as ORCA input:
```
! wB97M-V def2-TZVPD RIJCOSX def2/J DEFGRID3
* xyz 0 1
O -2.442 0.567 -0.740
C -1.488 0.916 -0.103
N -0.391 0.078 0.167
C 0.049 -0.982 -0.570
N 1.308 -1.210 -0.320
C 1.614 -0.240 0.602
N 0.632 0.562 0.918
H -1.294 1.922 0.294
H -0.590 -1.504 -1.270
H 2.602 -0.109 1.022
*
```

Löwdin population analysis, charges in e, atoms 1 to 4:
1. O 0.089
2. C -0.237
3. N -0.094
4. C -0.124



Number 1: E_LUMO -0.9 eV. Number 2: E_LUMO 0.3 eV. Number 3: E_LUMO -0.1 eV. Number 4: E_LUMO 0.1 eV.